Molecular formula: C2H12N2O3
Method: DFT, ωB97M-V/def2-TZVPD

ORCA input file:
```
! wB97M-V def2-TZVPD RIJCOSX def2/J DEFGRID3
* xyz -1 2
C 0.04 0.11 1.40
C -0.21 -1.20 1.47
N -0.32 -1.90 2.67
N 0.53 0.70 0.11
H -0.09 0.84 2.30
H -0.01 -1.83 0.62
H -0.09 -2.80 2.31
H 0.25 -1.50 3.34
H 0.18 0.22 -0.75
H 0.30 1.71 0.11
H -4.48 -0.93 1.11
H -3.69 0.39 1.14
O -4.32 -0.11 1.59
H 0.88 1.38 -5.09
H 0.13 1.67 -3.95
O 1.12 1.46 -4.10
H 2.50 0.56 -1.12
H 3.21 1.17 -2.46
O 3.26 0.41 -1.77
*
```

F_max = 3.27 eV/A
E_LUMO (alpha / beta) = 3.23 / 3.17 eV
Highest occupied orbital energy (alpha / beta) = 0.7 / -4.9 eV
⟨S²⟩ = 0.7504
Calculated total energy = -418.523867 Eh